{
  "formula": "C42H39IrN2OP2Si",
  "method": "ωB97M-V/def2-TZVPD",
  "total_charge": 3,
  "fmax_ev_per_a": 0.9,
  "s2": 0.7758,
  "e_homo_ev": [-16.39, -16.63],
  "multiplicity": 2,
  "homo_lumo_gap_ev": [6.35, 5.71],
  "elements": ["Ir", "P", "P", "Si", "O", "N", "N", "C", "C", "C", "C", "C", "C", "C", "C", "C", "C", "C", "C", "C", "C", "C", "C", "C", "C", "C", "C", "C", "C", "C", "C", "C", "C", "C", "C", "C", "C", "C", "C", "C", "C", "C", "C", "C", "C", "C", "C", "C", "C", "H", "H", "H", "H", "H", "H", "H", "H", "H", "H", "H", "H", "H", "H", "H", "H", "H", "H", "H", "H", "H", "H", "H", "H", "H", "H", "H", "H", "H", "H", "H", "H", "H", "H", "H", "H", "H", "H", "H"],
  "positions_angstrom": [[0.542117, -0.027726, -0.060781], [0.559791, 2.255616, -1.206854], [-1.503245, -0.965497, 0.272570], [0.043417, 1.108865, 1.968389], [5.622427, -3.314689, 3.485322], [1.718736, -1.123320, 1.087255], [3.142137, -2.507799, 2.513878], [5.288745, -3.609437, 2.149572], [-0.610343, 3.609973, -3.334115], [-0.960390, 5.127502, 1.992597], [-0.136728, 3.308355, 0.062306], [-0.331700, 2.865195, 1.387725], [-4.032233, 1.492652, -1.667118], [5.106351, -2.072996, 3.899833], [-4.639397, 0.667052, -2.610299], [-2.012121, 0.609180, 3.952260], [-2.156752, -0.635654, 1.911075], [-0.569185, 4.289183, -4.538781], [-0.735306, 5.560320, 0.691317], [-0.750620, 3.791580, 2.330084], [-1.174875, -3.581980, 1.134139], [0.588061, 3.193828, -2.746590], [-1.485047, 0.302236, 2.697386], [1.813326, 3.449809, -3.357669], [-4.320505, -0.682333, -2.669165], [-3.371675, -1.215150, -1.806363], [-0.407477, -0.665752, -4.094634], [-3.092585, 0.969040, -0.796804], [3.582046, -2.096375, 3.875656], [-3.179609, 0.002520, 4.388332], [1.703825, -0.125255, -2.344897], [-0.717853, -3.158248, -1.207866], [-0.616176, 0.223488, -3.049397], [2.408579, -1.771312, 1.770184], [-0.456846, -5.368958, -0.308093], [0.816431, -1.315016, -4.234699], [-0.385001, -4.489632, -1.383221], [1.442379, 1.146351, 3.208586], [3.778780, -3.754973, 2.009219], [1.839347, 4.143578, -4.558452], [-3.844631, -0.916424, 3.581596], [0.653040, 4.557300, -5.147503], [-2.745805, -0.384100, -0.880785], [-1.134986, -2.703575, 0.049077], [-0.844454, -4.914508, 0.947109], [-0.320685, 4.661797, -0.273920], [1.868862, -1.048319, -3.365395], [0.437373, 0.487445, -2.175461], [-3.340910, -1.238616, 2.333536], [3.468153, -3.923029, 0.979698], [-2.646600, 1.606983, -0.038680], [-5.383373, 1.074220, -3.282059], [-0.080403, -4.849121, -2.356936], [-0.900491, -5.603236, 1.779284], [2.835239, -1.509504, -3.519577], [-4.821984, -1.326872, -3.378568], [2.352239, 1.594280, 2.806256], [-1.211382, -0.864876, -4.790959], [-4.316461, 2.534410, -1.596176], [3.198709, -2.843380, 4.571489], [-0.213311, -6.413380, -0.450702], [-1.478665, -3.234887, 2.113620], [0.677891, 5.096014, -6.085127], [-0.134418, 5.017803, -1.276167], [2.787004, 4.362802, -5.030878], [-0.876994, 6.599446, 0.427806], [-1.569757, 0.721417, -2.936939], [-4.758193, -1.378867, 3.929951], [-1.562705, 3.417431, -2.851954], [-1.514435, 1.318853, 4.602722], [1.653587, 0.148728, 3.584847], [-3.580440, 0.245579, 5.363393], [3.157716, -1.124376, 4.111586], [2.741703, 3.127683, -2.901439], [-0.912984, 3.486617, 3.357757], [3.416470, -4.569467, 2.637487], [1.137307, 1.750612, 4.067973], [-3.142759, -2.271158, -1.848083], [5.482593, -1.264271, 3.259566], [0.959390, -2.020079, -5.043117], [5.773549, -4.548857, 1.891287], [5.659207, -2.825819, 1.476127], [-3.863461, -1.947776, 1.701885], [-1.489530, 4.620598, -5.000362], [2.571732, 0.203412, -1.775627], [-0.662115, -2.472594, -2.046762], [-1.282308, 5.830307, 2.749634], [5.451648, -1.900861, 4.917601]],
  "forces_ev_per_angstrom": [[0.668, 0.003, -0.539], [0.256, 0.275, 0.244], [0.000, -0.027, 0.049], [-0.056, 0.208, 0.180], [0.024, -0.031, 0.004], [-0.145, 0.101, 0.484], [0.109, 0.031, -0.064], [-0.082, -0.018, -0.017], [-0.035, -0.024, 0.032], [0.021, 0.027, -0.095], [-0.207, -0.259, -0.119], [0.064, -0.247, -0.061], [0.002, 0.009, 0.013], [-0.079, 0.030, 0.005], [-0.004, -0.006, -0.007], [0.044, 0.008, 0.026], [0.161, 0.082, -0.063], [0.007, 0.005, -0.006], [-0.013, -0.027, 0.078], [-0.031, -0.029, 0.028], [-0.029, 0.024, 0.037], [0.122, -0.044, 0.078], [0.233, -0.026, -0.193], [0.007, -0.038, 0.018], [-0.012, -0.001, -0.018], [0.021, 0.001, 0.021], [0.047, 0.050, 0.041], [0.006, 0.003, 0.017], [0.086, -0.033, 0.011], [-0.032, -0.017, 0.015], [-0.146, 0.287, -0.167], [0.024, 0.058, -0.029], [0.063, 0.077, -0.210], [-0.318, -0.152, -0.028], [-0.001, 0.020, 0.013], [-0.085, 0.025, -0.012], [0.006, -0.013, 0.001], [-0.177, 0.143, -0.145], [0.059, -0.033, -0.017], [-0.005, 0.015, -0.028], [-0.014, 0.001, 0.024], [0.010, -0.001, -0.001], [0.005, -0.024, 0.064], [-0.014, 0.096, 0.015], [0.020, -0.021, -0.014], [-0.014, 0.105, -0.062], [0.078, 0.077, -0.073], [-0.533, -0.472, 0.434], [-0.005, -0.003, -0.039], [0.015, 0.013, -0.013], [-0.002, -0.008, -0.012], [-0.001, -0.002, -0.003], [-0.001, 0.001, -0.004], [-0.008, -0.003, -0.001], [-0.004, -0.006, 0.004], [-0.001, -0.001, -0.002], [0.008, -0.044, -0.018], [-0.001, -0.007, -0.001], [0.000, 0.005, 0.000], [-0.003, 0.012, 0.000], [0.002, -0.003, 0.001], [-0.006, -0.004, -0.012], [0.001, 0.000, -0.001], [-0.003, -0.007, 0.019], [0.000, 0.000, -0.002], [-0.002, 0.002, 0.003], [-0.019, -0.060, 0.043], [0.000, -0.004, -0.002], [0.001, 0.000, -0.008], [-0.002, 0.001, 0.004], [-0.041, -0.009, 0.010], [-0.001, 0.003, 0.001], [0.040, 0.003, 0.022], [0.004, 0.006, 0.003], [-0.005, 0.002, -0.004], [-0.001, -0.005, -0.017], [-0.029, 0.041, -0.035], [0.021, -0.021, -0.005], [-0.004, -0.005, -0.005], [-0.001, 0.004, -0.010], [-0.001, -0.005, 0.011], [0.002, 0.008, -0.003], [-0.008, 0.001, 0.003], [-0.002, 0.002, 0.001], [-0.019, -0.107, 0.109], [-0.028, -0.022, 0.001], [0.000, 0.005, 0.001], [-0.006, -0.001, -0.002]]
}